(1)
A 5-piece molecular cluster, C49H56BO22 overall in a non-equilibrium geometry. Source: the OMol25 dataset; level of theory: ωB97M-V/def2-TZVPD.

F_max ... 0.1122 hartree/bohr
HOMO level ... -5.2706 eV
Frontier orbital gap ... 4.7 eV

```
! wB97M-V def2-TZVPD RIJCOSX def2/J DEFGRID3
* xyz -1 1
C 3.068 1.468 -1.699
C 1.862 0.896 -0.813
C 2.308 0.205 0.564
C 1.270 0.150 1.793
C 0.319 1.438 1.939
C -1.262 1.098 1.706
C -1.445 0.884 0.128
C -2.886 0.303 -0.305
C -4.078 1.376 -0.267
C -4.566 1.889 -1.703
C -5.465 0.849 -2.529
O -5.037 -0.536 -2.443
C -4.348 -0.967 -3.605
C -2.993 -1.836 -3.398
O -4.705 -0.780 -4.792
O 3.484 0.875 1.127
B 4.709 0.024 1.247
O 5.401 0.154 -0.073
C 6.798 0.118 0.031
O 7.376 -0.597 0.891
C 7.735 0.957 -0.987
C 8.387 0.238 -2.219
C 9.314 1.118 -3.126
C 9.550 2.623 -2.788
C 8.856 3.316 -1.582
C 7.933 2.460 -0.670
O 4.090 -1.335 1.136
C 2.973 -1.227 0.195
C 2.175 -2.581 0.497
C 1.160 -3.044 -0.660
C 0.806 -4.608 -0.356
C 1.773 -3.016 -2.142
H 3.696 0.602 -2.097
H 3.738 2.128 -1.060
H 2.654 2.062 -2.601
H 1.094 1.748 -0.670
H 1.289 0.087 -1.417
H 0.585 -0.771 1.793
H 1.902 0.075 2.757
H 0.648 2.352 1.337
H 0.380 1.759 3.051
H -1.473 0.105 2.241
H -1.875 1.963 2.141
H -0.681 0.070 -0.176
H -1.199 1.897 -0.377
H -2.771 -0.009 -1.414
H -3.067 -0.644 0.305
H -3.843 2.308 0.372
H -4.962 0.862 0.279
H -3.705 2.302 -2.359
H -5.243 2.809 -1.506
H -5.579 1.256 -3.588
H -6.523 0.889 -2.061
H -2.117 -1.109 -3.305
H -2.774 -2.486 -4.325
H -3.062 -2.542 -2.499
H 5.315 0.263 2.242
H 8.197 -0.865 -2.447
H 9.804 0.610 -4.020
H 10.251 3.242 -3.441
H 8.989 4.420 -1.310
H 7.385 2.908 0.239
H 3.325 -1.151 -0.890
H 2.974 -3.415 0.578
H 1.627 -2.595 1.507
H 0.159 -2.469 -0.649
H 1.814 -5.167 -0.485
H 0.458 -4.766 0.725
H 0.100 -5.052 -1.138
H 2.102 -1.972 -2.466
H 2.617 -3.793 -2.292
H 0.934 -3.335 -2.876
C -3.213 -7.711 -2.706
C -2.509 -6.605 -2.455
C -2.813 -5.740 -1.278
O -2.139 -4.748 -1.069
C -3.933 -6.127 -0.414
C -4.638 -7.230 -0.667
C -4.318 -8.109 -1.826
O -4.973 -9.120 -2.016
O -5.683 -7.598 0.130
O -1.483 -6.222 -3.264
H -3.002 -8.348 -3.554
H -4.156 -5.482 0.425
H -6.027 -8.425 -0.260
H -1.135 -5.397 -2.871
C -8.317 -5.828 1.291
C -7.829 -4.619 1.007
C -8.722 -3.496 0.603
O -8.245 -2.399 0.370
C -10.161 -3.766 0.499
C -10.648 -4.976 0.780
C -9.756 -6.091 1.210
O -10.238 -7.180 1.476
O -11.980 -5.242 0.685
O -6.492 -4.363 1.077
H -7.679 -6.650 1.586
H -10.797 -2.948 0.188
H -12.076 -6.181 0.940
H -6.395 -3.422 0.827
C 1.810 5.854 6.082
C 1.724 4.556 5.778
C 0.428 3.936 5.376
O 0.390 2.754 5.088
C -0.764 4.791 5.351
C -0.678 6.086 5.658
C 0.622 6.711 6.033
O 0.666 7.904 6.290
O -1.777 6.892 5.641
O 2.817 3.747 5.821
H 2.743 6.316 6.373
H -1.701 4.326 5.075
H -1.453 7.778 5.898
H 2.496 2.862 5.558
C 5.687 5.860 -2.141
C 6.371 6.977 -1.883
C 6.046 7.834 -0.708
O 6.705 8.838 -0.493
C 4.928 7.429 0.150
C 4.241 6.313 -0.109
C 4.583 5.443 -1.269
O 3.947 4.424 -1.464
O 3.200 5.926 0.677
O 7.397 7.380 -2.686
H 5.914 5.228 -2.989
H 4.691 8.069 0.990
H 2.873 5.092 0.283
H 7.727 8.208 -2.287
*
```

Atom charges from the Mulliken analysis, given in e for atoms 1 to 99: -0.899 0.127 1.840 -1.180 0.237 -0.820 0.522 0.531 -0.711 -0.554 -0.558 -0.130 0.554 -0.696 -0.581 -1.001 1.206 -0.337 0.016 -0.575 0.485 -0.369 -0.385 -0.454 -0.435 -0.178 -1.040 0.153 -1.176 1.713 -1.196 -1.279 0.199 0.062 0.442 0.006 -0.231 0.113 0.342 0.224 -0.362 0.219 0.321 -0.751 0.159 -0.595 0.426 0.356 0.176 0.255 0.350 0.325 0.295 0.179 0.353 0.197 -0.346 0.345 0.303 0.289 0.342 0.347 0.246 0.248 0.124 -0.357 0.381 0.297 0.038 0.298 0.296 0.237 -0.817 0.268 0.884 -0.298 -1.016 0.272 1.006 -0.632 -0.491 -0.602 0.443 0.500 0.333 0.236 -0.844 0.177 0.989 -0.585 -0.976 0.425 0.921 -0.618 -0.567 -0.466 0.481 0.410 0.347

***

(2)
C18H16F6IrN3O8S3 as an isolated structure in a non-equilibrium geometry. Source: the OMol25 dataset; level of theory: ωB97M-V/def2-TZVPD.

Energy relative to the best compared isomer or geometry (same formula, charge and spin) ... 157.6 kJ/mol
F_max ... 0.0827 hartree/bohr
HOMO level (spin up / spin down) ... -6.6821 / -8.4735 eV
Frontier orbital gap (spin up / spin down) ... 5.2 / 4.4 eV
⟨S²⟩ ... 6.038

```
! wB97M-V def2-TZVPD RIJCOSX def2/J DEFGRID3
* xyz 0 5
Ir -1.023 -0.538 0.310
O 1.903 3.226 2.613
C 1.541 3.879 1.449
C 1.874 5.160 1.192
C 1.565 5.742 -0.041
C 0.974 5.049 -1.077
C 0.554 3.774 -0.826
C 0.802 3.190 0.437
C 0.417 1.764 0.673
O -0.504 1.238 -0.111
N 1.054 0.953 1.560
N 0.691 -0.377 1.341
C 1.327 -1.435 1.888
C 1.085 -2.703 1.436
C 1.875 -3.741 2.003
C 1.923 -4.971 1.399
C 1.071 -5.217 0.348
C 0.037 -4.322 -0.032
C -0.049 -3.115 0.628
O -1.123 -2.388 0.712
H 1.615 2.316 2.449
H 2.486 5.664 1.931
H 1.863 6.770 -0.147
H 0.686 5.521 -1.983
H -0.043 3.281 -1.643
H 2.139 -1.290 2.576
H 2.515 -3.545 2.848
H 2.694 -5.702 1.658
H 1.215 -6.101 -0.259
H -0.687 -4.661 -0.748
F -4.817 2.818 1.201
C -3.649 2.138 1.159
F -2.652 3.002 1.327
F -3.578 1.259 2.208
S -3.745 0.965 -0.548
O -3.128 1.592 -1.709
O -5.160 0.640 -0.532
N -2.855 -0.597 -0.439
S -3.548 -2.146 -1.416
O -4.489 -1.461 -2.272
O -2.280 -2.716 -1.803
C -4.401 -3.574 -0.362
F -5.445 -3.330 0.474
F -3.415 -4.075 0.352
F -4.742 -4.454 -1.337
C 2.715 1.687 -1.951
S 3.427 0.135 -2.530
C 2.334 -1.106 -1.762
O 4.844 0.017 -2.086
H 2.440 1.492 -0.930
H 1.811 1.877 -2.510
H 3.458 2.482 -2.177
H 1.700 -1.519 -2.549
H 1.742 -0.646 -0.987
H 2.957 -1.899 -1.407
*
```

Electronic structure analysis, Mulliken charges in units of e: 0.956 -0.669 0.251 -0.537 -0.357 -1.092 -0.279 0.563 0.725 -0.682 -0.919 0.208 -0.764 0.990 -1.157 -0.326 -0.672 -0.477 0.867 -0.578 0.469 0.421 0.402 0.492 0.459 0.374 0.403 0.390 0.393 0.469 -0.174 0.575 -0.178 -0.211 0.998 -0.560 -0.566 -0.402 1.007 -0.490 -0.496 0.665 -0.192 -0.146 -0.200 -0.540 0.399 -0.207 -0.643 -0.110 0.345 0.414 0.414 -0.413 0.384

***

(3)
A 2-piece molecular cluster, H2 overall in a non-equilibrium geometry. Source: the OMol25 dataset; level of theory: ωB97M-V/def2-TZVPD.

Energy relative to the best compared isomer or geometry (same formula, charge and spin) ... 641.1 kJ/mol
F_max ... 0.0346 hartree/bohr
HOMO level ... -9.5055 eV
Frontier orbital gap ... 5.9 eV

```
! wB97M-V def2-TZVPD RIJCOSX def2/J DEFGRID3
* xyz 0 1
H 0.000 0.000 1.346
H 0.000 0.000 -1.346
*
```

Electronic structure analysis, Mulliken charges in units of e: 0.000 0.000

***

(4)
A 2-piece molecular cluster, C4H10O3 overall in a non-equilibrium geometry. Source: the OMol25 dataset; level of theory: ωB97M-V/def2-TZVPD.

Energy relative to the best compared isomer or geometry (same formula, charge and spin) ... 158.7 kJ/mol
F_max ... 0.0447 hartree/bohr
SMILES ... O=CCCCO.O
HOMO level ... -9.9464 eV
Frontier orbital gap ... 10.6 eV

```
! wB97M-V def2-TZVPD RIJCOSX def2/J DEFGRID3
* xyz 0 1
C -1.622 -0.122 1.021
O -2.274 1.095 0.766
C -0.343 -0.299 0.204
C 0.478 -1.546 0.454
C 0.873 -1.784 1.892
O 0.122 -1.813 2.825
H -2.312 -0.948 0.812
H -1.441 -0.239 2.083
H -2.179 1.320 -0.165
H 0.265 0.564 0.502
H -0.645 -0.178 -0.833
H -0.120 -2.444 0.194
H 1.313 -1.684 -0.226
H 1.973 -1.761 2.067
H 2.368 2.442 -5.443
H 2.897 3.609 -6.267
O 2.368 3.403 -5.476
*
```

Electronic structure analysis, Mulliken charges in units of e: -0.396 -0.524 -0.551 -0.637 0.027 -0.451 0.275 0.311 0.308 0.277 0.408 0.282 0.359 0.311 0.318 0.324 -0.641

***

(5)
C24H30N2P2STi as an isolated structure in a non-equilibrium geometry. Source: the OMol25 dataset; level of theory: ωB97M-V/def2-TZVPD.

F_max ... 0.0646 hartree/bohr
HOMO level (spin up / spin down) ... -12.8359 / -12.8534 eV
Frontier orbital gap (spin up / spin down) ... 5.9 / 5.7 eV

```
! wB97M-V def2-TZVPD RIJCOSX def2/J DEFGRID3
* xyz 2 1
C 1.119 -4.089 0.892
C 0.395 -3.122 0.197
C -0.890 -2.777 0.724
C -1.089 -2.876 2.146
C -0.085 -3.549 2.883
C 0.896 -4.292 2.261
C -2.191 -2.226 2.703
C -3.141 -1.640 1.883
C -2.868 -1.583 0.468
C -3.635 -0.674 -0.327
C -4.931 -0.403 0.085
C -5.274 -0.523 1.439
C -4.304 -0.970 2.327
H 1.925 -4.619 0.411
H -0.157 -3.465 3.959
H 1.538 -4.944 2.841
H -2.307 -2.190 3.819
H -5.654 -0.017 -0.615
H -6.238 -0.165 1.807
H -4.401 -0.841 3.399
N -1.905 -2.363 -0.064
Ti 0.784 1.850 0.087
C 0.943 -2.415 -0.998
H 0.152 -2.396 -1.762
H 1.819 -2.968 -1.376
C -3.021 -0.052 -1.538
H -2.486 -0.843 -2.087
H -3.811 0.382 -2.173
P 1.498 -0.622 -0.703
P -1.787 1.336 -1.272
C -2.807 2.826 -1.384
H -2.158 3.696 -1.218
H -3.255 2.878 -2.390
H -3.594 2.799 -0.620
C -0.815 1.340 -2.802
H -1.433 1.855 -3.558
H 0.141 1.883 -2.701
H -0.621 0.307 -3.134
C 2.917 -0.917 0.410
H 3.694 -1.510 -0.100
H 3.351 0.038 0.733
H 2.580 -1.463 1.300
C 2.442 -0.286 -2.240
H 2.979 0.673 -2.155
H 3.174 -1.096 -2.402
H 1.751 -0.231 -3.093
H 0.611 1.769 1.607
H -1.060 1.444 0.180
S 0.725 3.734 1.332
C 2.274 3.172 0.773
N 2.366 3.009 -0.633
C 3.592 3.121 -1.224
C 4.725 3.121 -0.424
C 4.637 2.869 0.961
C 3.378 2.798 1.552
H 1.549 3.420 -1.140
H 3.554 3.281 -2.295
H 5.702 3.284 -0.879
H 5.546 2.754 1.554
H 3.159 2.491 2.575
*
```

Electronic structure analysis, Mulliken charges in units of e: -0.634 0.095 0.189 1.183 -0.837 -0.678 -0.895 0.963 0.325 -0.169 -0.738 -0.711 -0.789 0.453 0.448 0.435 0.395 0.469 0.415 0.454 -0.349 -0.603 -1.264 0.432 0.580 -0.898 0.527 0.615 1.054 0.823 -1.260 0.392 0.487 0.396 -1.252 0.519 0.309 0.386 -1.070 0.421 0.197 0.336 -1.183 0.244 0.493 0.350 0.237 0.345 -0.203 0.592 0.151 -0.387 -0.687 -0.235 -0.989 0.297 0.501 0.428 0.470 0.427